Entry 1:
Formula: C25H40F3N10O2P
Source: the Open Molecules 2025 dataset
Level of theory: the ωB97M-V functional and the def2-TZVPD basis

```
81
Properties=species:S:1:pos:R:3:forces:R:3
O 7.9124 0.2451 0.3746 4.024 -4.185 -2.301
O 7.0308 1.1938 0.5179 -4.895 3.071 0.971
C 5.8072 0.6848 1.2122 1.179 -0.609 1.530
P 4.2878 1.6360 0.4982 -0.154 0.223 -0.533
C 2.9114 2.6575 -0.3509 -1.110 1.047 0.179
C 1.4054 2.3585 0.2237 -0.681 0.132 -1.368
C 0.8868 0.7988 -0.0234 -3.283 -0.643 2.713
F 1.4434 -0.0984 -1.0831 -1.508 2.451 3.646
C -0.2421 0.3577 0.8906 2.876 0.617 -2.342
F -0.5277 -1.0513 1.2473 0.134 4.808 -1.110
F -1.0838 1.4521 1.5029 2.772 -4.164 -1.405
H 8.0279 0.1072 -0.6252 -0.417 0.331 1.897
H 5.7253 -0.4865 1.0853 0.306 2.429 0.187
H 5.9647 0.9555 2.3641 -0.429 -0.800 -2.402
H 5.2530 2.4092 -0.2937 -0.338 -0.347 0.317
H 3.8801 2.0397 1.8412 0.114 -0.192 -0.698
H 3.6995 0.3807 0.0278 0.316 0.644 0.256
H 3.1497 3.8008 -0.1043 -0.576 -2.296 -0.554
H 2.9769 2.5507 -1.5229 -0.311 0.078 2.604
H 1.2445 2.6402 1.3569 0.620 -0.999 -2.178
H 0.6471 3.0386 -0.3857 1.745 -1.531 1.403
C 0.7093 -2.3343 -3.1067 0.239 -0.224 -1.207
C 1.0158 -2.5757 -4.5758 1.647 -1.323 -7.983
N 1.2700 -2.7758 -5.7945 -2.058 1.662 9.653
H 0.0910 -3.1475 -2.7164 0.115 0.078 -0.182
H 1.6398 -2.2882 -2.5344 -0.133 0.017 -0.189
H 0.1713 -1.3898 -2.9884 0.150 -0.119 -0.097
C 8.4611 -2.6492 2.8301 -1.065 0.628 0.245
C 7.1861 -1.8928 3.1658 -6.970 4.095 1.921
N 6.1284 -1.2652 3.4442 8.542 -5.287 -1.990
H 8.3269 -3.7150 3.0343 -0.093 0.210 0.013
H 8.7055 -2.5171 1.7726 -0.147 0.102 0.168
H 9.2890 -2.2720 3.4368 -0.223 0.023 -0.067
C -1.2803 -1.2029 4.5873 -0.924 0.064 1.003
C -2.1501 -1.0741 5.8272 -4.639 0.719 6.645
N -2.8717 -0.9672 6.8557 5.714 -0.856 -8.111
H -0.3808 -1.7790 4.8213 -0.392 0.204 -0.023
H -1.8341 -1.7135 3.7948 -0.051 0.111 0.172
H -0.9858 -0.2110 4.2338 -0.098 -0.119 0.139
C -5.6735 -1.4242 4.7221 -0.155 0.079 -1.208
C -5.9549 -1.3542 3.2300 -1.578 0.371 -8.036
N -6.1883 -1.2961 1.9922 1.881 -0.411 9.797
H -6.5015 -0.9768 5.2789 0.089 -0.098 -0.277
H -5.5584 -2.4666 5.0312 -0.001 0.145 -0.166
H -4.7536 -0.8803 4.9538 -0.145 -0.120 -0.119
C -3.0312 2.2513 -2.0096 1.526 0.035 -0.019
C -1.5132 2.3062 -2.0635 8.186 0.362 -0.330
N -0.2538 2.3517 -2.1081 -10.317 -0.448 -0.222
H -3.4502 3.2128 -2.3194 0.158 -0.191 0.015
H -3.4000 1.4698 -2.6795 0.287 0.252 0.221
H -3.3604 2.0314 -0.9904 0.134 0.002 -0.158
C -0.6286 -1.4810 -8.7208 -0.903 0.857 -0.217
C -1.6972 -0.4401 -9.0123 -5.853 5.698 -1.620
N -2.5837 0.4234 -9.2542 7.073 -6.908 1.972
H -0.6923 -1.7982 -7.6763 0.001 0.105 -0.167
H -0.7702 -2.3517 -9.3667 -0.062 0.205 0.068
H 0.3631 -1.0587 -8.9047 -0.222 0.003 0.029
C 2.5762 1.6826 -5.5298 0.032 0.759 1.027
C 2.6402 2.6170 -4.3326 0.356 5.141 6.506
N 2.6934 3.3922 -3.3395 -0.403 -6.048 -8.411
H 2.1595 0.7177 -5.2277 0.054 0.184 0.047
H 1.9421 2.1163 -6.3078 0.083 0.022 0.208
H 3.5798 1.5259 -5.9345 -0.134 0.095 0.155
C -5.8238 -0.0603 -4.9584 0.045 0.747 0.986
C -5.7598 0.8741 -3.7612 0.208 5.103 6.531
N -5.7066 1.6494 -2.7681 -0.696 -6.270 -8.056
H -6.2405 -1.0251 -4.6562 0.060 0.219 0.075
H -6.4579 0.3735 -5.7364 0.111 0.027 0.204
H -4.8202 -0.2169 -5.3631 -0.128 0.111 0.125
C -8.4728 1.8895 2.8704 -0.081 -0.944 0.808
C -8.5550 0.7500 3.8730 -0.475 -6.242 5.486
N -8.6233 -0.1953 4.7048 0.428 7.684 -6.651
H -7.4708 2.3272 2.8850 -0.139 -0.186 0.068
H -8.6840 1.5168 1.8644 0.063 -0.077 0.226
H -9.2028 2.6629 3.1243 0.088 -0.205 0.069
C 2.0954 -2.1940 7.7956 -0.228 0.072 -1.211
C 1.8139 -2.1240 6.3035 -1.450 0.363 -8.116
N 1.5805 -2.0660 5.0657 2.223 -0.565 10.012
H 1.2674 -1.7466 8.3525 0.071 -0.055 -0.212
H 2.2105 -3.2364 8.1048 -0.043 0.147 -0.180
H 3.0152 -1.6501 8.0274 -0.145 -0.067 -0.179
```
Forces are in eV/Å.

The largest force on an atom is 10.4 eV Å⁻¹. The LUMO energy comes out at 0.1 eV. As for the orbital gap: 0.2925 hartree. The SMILES is OOC[PH3]CCC(F)=C(F)F.CC#N.CC#N.CC#N.CC#N.CC#N.CC#N.CC#N.CC#N.CC#N.CC#N.

Listed below, in e, are the Löwdin charges computed for each atom:
1. O -0.113
2. O -0.315
3. C -0.388
4. P 0.765
5. C -0.433
6. C -0.209
7. C -0.078
8. F -0.080
9. C -0.041
10. F -0.032
11. F -0.050
12. H 0.140
13. H 0.086
14. H 0.084
15. H 0.030
16. H 0.026
17. H 0.020
18. H 0.100
19. H 0.027
20. H 0.119
21. H 0.080
22. C -0.079
23. C -0.200
24. N 0.077
25. H 0.080
26. H 0.073
27. H 0.068
28. C -0.072
29. C -0.187
30. N 0.098
31. H 0.074
32. H 0.072
33. H 0.077
34. C -0.087
35. C -0.208
36. N 0.078
37. H -0.001
38. H 0.075
39. H 0.076
40. C -0.093
41. C -0.227
42. N 0.070
43. H 0.035
44. H 0.079
45. H 0.036
46. C -0.098
47. C -0.140
48. N 0.111
49. H 0.076
50. H 0.033
51. H 0.079
52. C -0.090
53. C -0.218
54. N 0.072
55. H 0.050
56. H 0.076
57. H 0.074
58. C -0.070
59. C -0.174
60. N 0.098
61. H 0.063
62. H 0.076
63. H 0.076
64. C -0.067
65. C -0.174
66. N 0.102
67. H 0.079
68. H 0.080
69. H 0.076
70. C -0.074
71. C -0.190
72. N 0.097
73. H 0.077
74. H 0.078
75. H 0.074
76. C -0.068
77. C -0.164
78. N 0.099
79. H 0.078
80. H 0.077
81. H 0.078


Entry 2:
Formula: C25H40GeO3OsSe2Si
Source: the Open Molecules 2025 dataset
Level of theory: the ωB97M-V functional and the def2-TZVPD basis

```
73
Properties=species:S:1:pos:R:3:forces:R:3
Os 0.6676 -0.0368 -0.0524 0.135 -0.132 -0.174
C -0.0345 -0.2593 3.6646 0.026 -0.058 -0.016
Se 1.0516 0.5543 2.2750 -0.055 0.185 0.113
C 2.6975 -0.3880 2.7563 0.057 -0.035 0.006
C 3.9310 0.2933 2.1965 -0.015 -0.007 -0.003
Se 3.8271 0.5631 0.2585 0.001 0.006 -0.015
C 5.7472 0.6908 -0.0343 0.011 -0.016 0.012
H 0.1043 -1.3374 3.6829 0.002 0.029 -0.011
H -1.0754 -0.0281 3.4556 0.008 -0.002 -0.005
H 0.2737 0.1895 4.6065 -0.012 -0.014 0.012
H 2.5967 -1.4076 2.3846 -0.009 0.015 0.003
H 2.7363 -0.3972 3.8468 0.004 0.002 -0.005
H 4.8023 -0.3371 2.3770 -0.005 0.007 0.004
H 4.0933 1.2586 2.6749 -0.011 -0.001 -0.005
H 6.1520 1.5434 0.5056 -0.001 -0.003 -0.002
H 5.8956 0.8379 -1.1014 -0.003 0.003 0.002
H 6.2393 -0.2280 0.2763 0.001 0.000 -0.003
C 0.2147 7.0058 -0.4996 0.003 -0.006 0.008
O -0.0373 6.4791 -1.7907 -0.006 -0.015 -0.020
C 0.0753 5.1432 -1.9540 0.004 0.007 -0.009
C -0.2012 4.6855 -3.2710 0.000 -0.002 0.019
C -0.0948 3.3620 -3.5408 -0.005 0.009 -0.014
C 0.2638 2.3980 -2.5524 -0.028 0.013 0.038
C 0.4555 1.0391 -2.9093 0.095 -0.015 -0.022
C 0.3930 0.5677 -4.3394 0.014 -0.029 0.004
O 0.7064 0.0957 -2.1087 -0.221 0.054 -0.056
C 0.4840 2.8641 -1.2093 -0.048 -0.009 -0.001
O 0.7340 2.1040 -0.2216 0.073 0.060 -0.019
C 0.4162 4.2677 -0.9610 -0.014 0.015 -0.007
H 0.0750 8.0799 -0.5806 0.001 -0.004 0.004
H 1.2375 6.7913 -0.1818 -0.002 0.002 0.003
H -0.4858 6.5984 0.2329 0.002 0.001 0.002
H -0.4858 5.4056 -4.0242 -0.001 0.006 -0.005
H -0.3115 3.0308 -4.5458 0.001 -0.001 -0.003
H 0.5239 1.3443 -5.0839 0.017 0.010 0.004
H -0.5741 0.0826 -4.4920 -0.011 0.019 -0.015
H 1.1620 -0.1916 -4.4714 -0.019 -0.015 0.007
H 0.6130 4.5791 0.0536 -0.001 0.008 0.009
C -2.4323 -0.1381 -1.6237 -0.011 0.027 -0.002
Si -1.6532 0.1047 0.0842 0.011 -0.064 -0.056
C -2.2559 1.7954 0.6849 0.017 0.003 0.026
C -2.5916 -1.1188 1.2043 -0.002 0.008 0.033
C -1.9756 -2.1233 1.9457 0.008 0.021 0.049
C -2.7005 -2.9999 2.7438 0.017 0.019 -0.003
C -4.0805 -2.8908 2.8125 -0.017 0.004 -0.002
C -4.7241 -1.9023 2.0791 -0.012 -0.019 0.010
C -3.9862 -1.0321 1.2911 0.036 0.010 -0.012
H -3.5226 -0.1610 -1.5514 -0.018 -0.007 0.004
H -2.1035 -1.0731 -2.0801 0.006 0.001 -0.008
H -2.1642 0.6859 -2.2896 0.001 0.007 -0.008
H -3.3459 1.8143 0.7605 -0.019 0.009 0.003
H -1.9487 2.5917 0.0046 0.000 -0.003 -0.011
H -1.8498 2.0375 1.6712 0.001 0.004 0.012
H -0.8972 -2.2159 1.8867 -0.028 -0.007 0.007
H -2.1930 -3.7718 3.3102 0.008 -0.008 0.004
H -4.6526 -3.5712 3.4305 -0.003 -0.005 0.001
H -5.8024 -1.8116 2.1222 -0.007 0.001 0.001
H -4.5132 -0.2701 0.7268 -0.006 0.012 -0.008
C 0.4840 -4.6538 1.4711 0.031 -0.006 -0.019
Ge 0.2447 -3.6939 -0.2265 -0.020 0.039 -0.201
C -1.5721 -3.8504 -0.9240 -0.048 0.012 0.026
C 1.4366 -4.5868 -1.5078 0.007 0.022 -0.021
C 0.9672 -1.8719 -0.0681 0.058 -0.093 0.264
H 0.4185 -5.7259 1.2802 -0.003 -0.010 0.011
H -0.2643 -4.3936 2.2154 -0.021 0.021 0.018
H 1.4742 -4.4449 1.8795 0.007 -0.001 0.007
H -1.8257 -4.9073 -1.0192 -0.011 -0.016 -0.006
H -1.6147 -3.3993 -1.9159 -0.004 -0.009 -0.015
H -2.3118 -3.3666 -0.2882 0.035 -0.042 -0.056
H 1.1459 -5.6285 -1.6498 -0.011 -0.009 0.007
H 2.4669 -4.5635 -1.1500 0.009 -0.004 0.000
H 1.4023 -4.0869 -2.4765 0.001 0.004 -0.007
H 2.0720 -2.0199 -0.1555 0.000 -0.008 0.114
```
Forces are in eV/Å.

The largest force on an atom is 0.3 eV Å⁻¹. The LUMO energy comes out at 0.2 eV. As for the orbital gap: 0.2614 hartree.

Listed below, in e, are the Löwdin charges computed for each atom:
1. Os 0.802
2. C -0.333
3. Se 0.940
4. C -0.513
5. C -0.549
6. Se 0.931
7. C -0.409
8. H 0.033
9. H 0.025
10. H 0.032
11. H 0.062
12. H 0.075
13. H 0.069
14. H 0.068
15. H 0.023
16. H 0.016
17. H 0.020
18. C -0.075
19. O -0.068
20. C -0.278
21. C -0.011
22. C -0.026
23. C -0.100
24. C -0.370
25. C 0.009
26. O -0.176
27. C -0.351
28. O -0.290
29. C 0.054
30. H 0.092
31. H 0.096
32. H 0.097
33. H 0.115
34. H 0.104
35. H 0.068
36. H 0.098
37. H 0.093
38. H 0.115
39. C -0.186
40. Si 0.444
41. C -0.194
42. C -0.281
43. C -0.181
44. C -0.089
45. C -0.092
46. C -0.088
47. C -0.101
48. H 0.028
49. H 0.014
50. H 0.019
51. H 0.024
52. H 0.018
53. H 0.022
54. H 0.043
55. H 0.096
56. H 0.099
57. H 0.099
58. H 0.094
59. C -0.207
60. Ge 0.735
61. C -0.201
62. C -0.230
63. C -0.451
64. H 0.021
65. H -0.012
66. H 0.018
67. H 0.022
68. H 0.014
69. H 0.003
70. H 0.016
71. H 0.015
72. H 0.017
73. H -0.034


Entry 3:
Formula: C25H40N3O7PSiSr
Source: the Open Molecules 2025 dataset
Level of theory: the ωB97M-V functional and the def2-TZVPD basis

```
78
Properties=species:S:1:pos:R:3:forces:R:3
Sr 0.1655 0.3256 -0.6878 1.544 0.502 1.461
C 2.7900 -2.6660 0.6106 -0.113 -0.022 0.006
C 1.3047 -2.7183 0.9194 0.099 0.048 -0.102
C 0.4433 -3.4490 0.0913 -0.009 -0.037 -0.029
C 0.9967 -4.2902 -1.0391 -0.013 0.099 0.065
C -0.9377 -3.4231 0.3253 0.000 -0.067 0.016
C -1.8732 -4.1528 -0.6114 -0.001 0.044 0.039
C -1.4559 -2.7073 1.4085 -0.069 0.013 -0.002
C -2.9409 -2.7513 1.7079 0.115 0.021 -0.025
C -0.5954 -1.9816 2.2425 -0.010 0.123 0.030
C -1.1646 -1.1469 3.3729 0.015 -0.058 -0.075
C 0.7889 -2.0262 2.0260 0.039 0.218 0.000
C 1.7308 -1.3703 3.0180 -0.059 -0.017 -0.091
H 3.3213 -3.5347 1.0113 -0.012 0.029 -0.007
H 3.2557 -1.7740 1.0250 -0.006 -0.016 -0.006
H 2.9670 -2.6445 -0.4652 -0.005 -0.020 0.036
H 0.4357 -5.2180 -1.1407 0.004 0.010 -0.007
H 2.0363 -4.5609 -0.8662 -0.035 0.018 -0.006
H 0.9390 -3.7659 -1.9991 -0.011 -0.021 0.043
H -2.0864 -5.1676 -0.2593 0.001 0.037 -0.023
H -1.4530 -4.2307 -1.6112 0.004 -0.022 0.012
H -2.8295 -3.6340 -0.6988 0.047 -0.027 0.001
H -3.3786 -3.6939 1.3852 0.004 0.024 0.004
H -3.4875 -1.9451 1.2062 0.017 -0.024 0.013
H -3.1305 -2.6596 2.7758 0.003 0.015 -0.021
H -1.3156 -1.7390 4.2812 0.010 0.020 -0.023
H -2.1301 -0.7214 3.0988 0.025 -0.022 0.010
H -0.5081 -0.3163 3.6264 -0.009 -0.013 -0.003
H 2.6801 -1.8988 3.0618 0.004 0.003 -0.001
H 1.3109 -1.3861 4.0211 -0.008 0.008 0.008
H 1.9484 -0.3265 2.7691 -0.001 0.001 0.004
O -7.0113 -0.2007 -4.7675 0.181 -0.019 0.016
N -6.0293 -0.9109 -4.6710 -0.066 -0.081 0.064
O -5.9045 -2.0030 -5.1938 0.031 0.211 0.073
C -4.9184 -0.4246 -3.8417 -0.345 0.188 -0.108
C -3.8111 -1.2031 -3.6895 0.297 -0.286 -0.015
C -2.7702 -0.7559 -2.8914 0.186 0.003 0.053
C -2.7676 0.5196 -2.2236 0.587 0.131 0.030
O -1.7597 1.0129 -1.6354 -1.427 0.079 -0.583
C -4.0038 1.2273 -2.3899 -0.296 0.055 0.251
C -5.0212 0.8043 -3.1925 -0.187 0.011 -0.036
N -4.2359 2.4609 -1.6189 0.666 0.284 -0.238
O -3.7616 2.5069 -0.5004 -0.350 -0.136 -0.046
O -4.8454 3.3651 -2.1566 -0.092 -0.277 0.088
N -1.6233 -1.6280 -2.7922 0.250 0.221 0.402
O -0.8065 -1.4293 -1.8659 -0.695 -0.778 -1.103
O -1.4832 -2.5363 -3.5699 -0.082 -0.026 -0.084
H -3.7464 -2.1591 -4.1859 0.025 -0.036 -0.010
H -5.9056 1.4132 -3.3091 -0.052 0.007 0.014
C -0.5242 3.2282 3.0376 0.069 -0.024 -0.019
P 0.1758 3.0274 1.3494 -0.301 -0.070 0.040
C 1.5819 4.1923 1.4376 0.126 -0.134 0.053
C -1.0073 4.0560 0.3999 0.030 -0.053 -0.014
H -0.7624 4.2752 3.2385 0.006 -0.025 0.028
H 0.1995 2.8812 3.7784 -0.046 0.003 -0.012
H -1.4315 2.6310 3.1392 0.007 0.025 -0.001
H 1.2458 5.1442 1.8540 0.034 0.010 -0.017
H 1.9858 4.3471 0.4372 0.005 -0.010 0.025
H 2.3778 3.7855 2.0652 -0.035 0.031 -0.039
H -1.0609 5.0647 0.8161 0.003 -0.004 -0.022
H -1.9980 3.6040 0.4222 0.026 0.029 -0.014
H -0.6888 4.1151 -0.6427 -0.011 0.011 0.021
C 4.1037 3.4903 -3.1142 0.196 0.085 -0.210
Si 3.1546 1.8848 -2.8488 -0.056 0.154 0.202
C 2.0348 1.6572 -4.3419 -0.042 -0.057 -0.220
C 4.4113 0.4923 -2.7701 0.140 -0.180 -0.078
C 2.1491 1.9028 -1.3300 -0.227 -0.008 0.092
H 4.7715 3.4534 -3.9863 -0.104 0.034 0.134
H 4.7124 3.7172 -2.2317 -0.050 0.005 -0.086
H 3.4048 4.3219 -3.2624 0.081 -0.057 0.037
H 2.5483 1.8685 -5.2871 -0.079 -0.040 0.087
H 1.1794 2.3396 -4.2658 0.068 -0.070 -0.039
H 1.6471 0.6319 -4.3953 0.006 0.108 -0.002
H 5.1764 0.5826 -3.5498 -0.079 -0.043 0.088
H 3.9275 -0.4855 -2.8860 0.071 0.090 0.038
H 4.9179 0.5048 -1.7977 -0.026 -0.020 -0.110
H 1.5285 2.8271 -1.3448 0.125 -0.209 0.039
H 2.8061 1.9754 -0.4439 -0.139 0.000 -0.098
```
Forces are in eV/Å.

The largest force on an atom is 2.2 eV Å⁻¹. The LUMO energy comes out at -1.6 eV. As for the orbital gap: 0.2060 hartree.

Listed below, in e, are the Löwdin charges computed for each atom:
1. Sr 1.392
2. C -0.039
3. C -0.200
4. C -0.196
5. C -0.030
6. C -0.197
7. C -0.044
8. C -0.184
9. C -0.036
10. C -0.194
11. C -0.043
12. C -0.202
13. C -0.039
14. H 0.098
15. H 0.072
16. H 0.077
17. H 0.082
18. H 0.073
19. H 0.090
20. H 0.101
21. H 0.059
22. H 0.076
23. H 0.075
24. H 0.094
25. H 0.075
26. H 0.098
27. H 0.076
28. H 0.064
29. H 0.077
30. H 0.077
31. H 0.088
32. O 0.087
33. N -0.352
34. O 0.081
35. C -0.128
36. C 0.087
37. C -0.044
38. C -0.272
39. O -0.242
40. C -0.046
41. C 0.096
42. N -0.333
43. O 0.077
44. O 0.099
45. N -0.288
46. O -0.166
47. O 0.124
48. H 0.139
49. H 0.140
50. C -0.309
51. P 0.750
52. C -0.297
53. C -0.288
54. H 0.041
55. H 0.033
56. H 0.030
57. H 0.043
58. H 0.029
59. H 0.041
60. H 0.047
61. H 0.011
62. H 0.042
63. C -0.207
64. Si 0.304
65. C -0.200
66. C -0.200
67. C -0.462
68. H 0.021
69. H 0.022
70. H 0.022
71. H 0.025
72. H 0.025
73. H 0.017
74. H 0.024
75. H 0.016
76. H 0.024
77. H -0.058
78. H -0.044